# 1
{"formula": "C4H11N2O2S", "method": "the ωB97M-V functional and the def2-TZVPD basis", "orbital_gap_ev": 11.28, "smiles": "CCCS(=O)(=O)C(N)=[NH2+]", "multiplicity": 1, "max_force_ev_per_a": 3.17, "total_charge": 1, "e_above_lowest_ev": 0.000, "elements": ["C", "C", "C", "C", "N", "N", "O", "O", "S", "H", "H", "H", "H", "H", "H", "H", "H", "H", "H", "H"], "coordinates": [[2.528, -0.277, -0.005], [-2.888, 0.255, 0.169], [-1.470, 0.613, -0.358], [-0.275, 0.060, 0.509], [3.398, -0.093, -0.942], [2.433, -1.182, 0.888], [1.489, 2.165, 0.872], [1.209, 1.341, -1.445], [1.148, 1.068, -0.021], [-2.998, -0.796, 0.050], [-2.909, 0.590, 1.188], [-3.439, 0.804, -0.580], [-1.202, 1.706, -0.375], [-1.357, 0.291, -1.400], [-0.539, 0.322, 1.504], [-0.094, -0.997, 0.459], [4.047, -0.830, -1.227], [3.063, 0.502, -1.661], [3.061, -2.013, 0.848], [1.671, -1.163, 1.562]], "forces_ev_per_angstrom": [[-1.57, 2.38, 0.01], [2.71, 1.14, -1.20], [1.43, 0.23, -0.08], [-1.04, 1.18, -1.35], [0.74, -1.68, -0.02], [1.01, -2.46, 0.88], [-0.82, -1.99, -0.64], [-0.87, -0.44, 0.85], [1.97, 0.79, -0.15], [-0.49, -0.80, 0.14], [-0.89, 0.16, 0.40], [-1.19, 0.03, 0.55], [-1.19, -0.66, -0.01], [0.05, -0.04, 0.25], [0.32, 0.39, 1.17], [0.20, -0.43, -0.47], [-0.01, 0.42, 0.26], [-0.11, 1.03, -0.94], [-0.75, 0.85, 0.47], [0.49, -0.12, -0.13]], "lowdin_charge": [-0.3809, -0.0508, -0.2676, -0.2231, 0.2216, 0.2069, -0.2515, -0.2902, 0.7859, 0.0725, 0.0775, 0.0861, 0.1171, 0.1137, 0.0979, 0.0948, 0.1667, 0.1063, 0.1805, 0.1367]}



# 2
{"formula": "C4H11N2OPS", "method": "the ωB97M-V functional and the def2-TZVPD basis", "orbital_gap_ev": 9.93, "smiles": "CN(C)[P@@]1(=O)NCCS1", "multiplicity": 1, "max_force_ev_per_a": 5.11, "e_above_lowest_ev": 0.548, "elements": ["C", "C", "C", "C", "N", "N", "O", "P", "S", "H", "H", "H", "H", "H", "H", "H", "H", "H", "H", "H"], "coordinates": [[-1.778, -0.468, -1.022], [-1.294, -1.990, -0.970], [1.476, 1.798, 1.398], [1.604, 0.723, -0.783], [-1.636, 0.149, 0.273], [1.144, 0.656, 0.572], [-0.121, -0.632, 2.530], [-0.007, -0.436, 1.074], [0.227, -2.341, 0.075], [-1.048, 0.039, -1.716], [-2.804, -0.455, -1.396], [-2.129, -2.655, -0.452], [-1.091, -2.368, -1.877], [1.755, 1.414, 2.336], [2.383, 2.259, 0.794], [0.627, 2.478, 1.569], [1.002, 1.504, -1.247], [2.609, 0.800, -0.929], [1.384, -0.241, -1.199], [-2.304, -0.232, 0.971]], "forces_ev_per_angstrom": [[2.12, -1.41, -0.18], [-2.50, 0.03, 4.46], [1.12, 0.78, -1.85], [-3.73, -0.68, -0.03], [1.95, -1.07, 2.30], [-0.10, -1.25, 0.74], [0.01, 0.72, -0.31], [-1.70, 0.25, -1.10], [-0.88, 1.96, -0.42], [-1.08, -0.26, 0.41], [0.20, 0.19, -0.02], [1.52, 1.41, -1.21], [0.56, -1.29, -3.37], [0.76, -0.07, 1.35], [-1.88, -0.33, 1.85], [0.38, 0.15, -0.45], [0.45, 0.11, -0.79], [2.97, 0.86, 0.15], [-0.41, -0.40, -0.78], [0.23, 0.29, -0.75]], "lowdin_charge": [-0.3308, -0.4877, -0.0953, -0.1367, -0.1435, -0.3888, -0.3583, 0.4383, 0.6617, 0.1037, 0.1082, 0.1022, -0.0072, 0.0521, 0.1299, 0.0879, 0.0977, 0.0542, 0.0355, 0.0770]}



# 3
{"formula": "C4H11N2OS", "method": "the ωB97M-V functional and the def2-TZVPD basis", "orbital_gap_ev": 5.96, "smiles": "NC[C@@H](CS)NC[O-]", "multiplicity": 1, "max_force_ev_per_a": 6.22, "total_charge": -1, "e_above_lowest_ev": 4.345, "elements": ["C", "N", "C", "C", "S", "N", "C", "O", "H", "H", "H", "H", "H", "H", "H", "H", "H", "H", "H"], "coordinates": [[-1.508, -0.236, 0.580], [-1.368, -0.457, 1.970], [-0.169, -0.308, -0.234], [-0.376, -0.310, -1.774], [-0.389, 1.135, -2.839], [0.857, 0.773, -0.023], [1.870, 0.328, 0.986], [1.367, 0.473, 2.167], [-2.175, -0.984, 0.094], [-1.901, 0.854, 0.526], [-1.187, -1.391, 2.112], [-0.658, 0.214, 2.244], [0.156, -1.402, 0.046], [0.374, -0.910, -2.192], [-1.131, -0.993, -2.143], [0.893, 1.116, -3.169], [0.413, 1.581, 0.222], [2.302, -0.630, 0.682], [2.630, 1.146, 0.745]], "forces_ev_per_angstrom": [[-0.09, 2.12, -1.67], [-1.66, 2.14, -0.18], [-0.14, 0.23, -0.41], [-0.61, -1.33, 0.17], [-0.69, 0.43, 0.21], [0.55, -5.79, -2.19], [-0.10, 3.75, -0.69], [-0.16, -0.84, 2.55], [-0.07, 0.67, 0.33], [0.14, -1.66, -0.64], [1.24, -2.12, 0.96], [0.93, -0.79, 0.77], [0.33, 2.08, -0.53], [2.02, -0.45, -0.30], [-1.42, 0.25, 0.33], [0.36, 0.10, 0.09], [-1.15, 2.47, 1.33], [-0.08, -0.59, -0.34], [0.59, -0.68, 0.20]], "lowdin_charge": [-0.3113, -0.0098, -0.3729, -0.5863, 0.6544, -0.0349, -0.5899, -0.2971, 0.1024, 0.1299, 0.0215, 0.0402, 0.1600, 0.0300, 0.0441, -0.1706, 0.0439, 0.0733, 0.0730]}



# 4
{"formula": "C4H11N2S", "method": "the ωB97M-V functional and the def2-TZVPD basis", "orbital_gap_ev": 6.88, "smiles": "NCNCCC[S-]", "multiplicity": 1, "max_force_ev_per_a": 2.41, "total_charge": -1, "e_above_lowest_ev": 1.042, "elements": ["C", "N", "C", "N", "C", "C", "S", "H", "H", "H", "H", "H", "H", "H", "H", "H", "H", "H"], "coordinates": [[0.579, 0.779, 1.111], [0.866, 1.221, -0.295], [-0.223, 2.153, -0.608], [-1.608, 1.562, -0.776], [1.019, -0.681, 1.381], [0.225, -1.887, 0.862], [-0.441, -1.626, -0.858], [-0.474, 0.851, 1.430], [1.119, 1.447, 1.782], [0.562, 0.350, -0.781], [-0.356, 2.930, 0.143], [-0.009, 2.628, -1.568], [-1.586, 0.543, -0.688], [-1.775, 1.707, -1.765], [1.991, -0.708, 0.863], [1.130, -0.927, 2.454], [-0.582, -2.290, 1.486], [0.918, -2.697, 0.659]], "forces_ev_per_angstrom": [[-0.15, -0.78, 0.70], [-1.98, -0.54, 1.26], [-0.71, -0.31, -0.71], [0.61, 0.50, -0.37], [0.49, -0.20, -0.10], [-0.38, 0.27, -1.88], [-0.29, -0.23, 0.16], [-0.03, 0.19, -0.54], [0.21, 0.02, 0.17], [0.57, 0.30, -0.42], [0.61, 0.11, 0.25], [0.28, 0.26, 0.07], [0.27, -0.09, 0.18], [-0.44, -0.22, 0.02], [0.07, -0.36, 0.46], [0.40, 0.77, -0.13], [0.20, 0.50, 0.24], [0.26, -0.19, 0.63]], "lowdin_charge": [-0.2874, -0.0860, -0.3402, -0.0382, -0.2955, -0.6843, 0.2140, 0.1033, 0.0882, -0.0371, 0.0821, 0.0855, -0.0575, 0.0299, 0.0955, 0.0911, 0.0294, 0.0070]}



# 5
{"formula": "C4H11N2S", "method": "the ωB97M-V functional and the def2-TZVPD basis", "orbital_gap_ev": 6.53, "smiles": "NCNCCC[S-]", "multiplicity": 1, "max_force_ev_per_a": 3.50, "total_charge": -1, "e_above_lowest_ev": 1.629, "elements": ["C", "N", "C", "N", "C", "C", "S", "H", "H", "H", "H", "H", "H", "H", "H", "H", "H", "H"], "coordinates": [[-0.295, -1.333, 0.312], [0.895, -0.954, 1.161], [0.785, 0.420, 1.622], [1.001, 1.504, 0.599], [-0.463, -0.629, -1.030], [-1.404, 0.523, -1.268], [-0.705, 1.799, -2.380], [-1.104, -1.354, 1.133], [-0.175, -2.417, 0.082], [1.769, -1.030, 0.475], [-0.215, 0.419, 2.001], [1.513, 0.605, 2.425], [1.934, 1.323, 0.356], [0.519, 1.405, -0.267], [0.504, -0.119, -1.343], [-0.588, -1.261, -1.860], [-1.616, 0.956, -0.273], [-2.353, 0.143, -1.744]], "forces_ev_per_angstrom": [[0.13, -1.39, 1.67], [1.97, -0.71, -2.80], [0.35, 0.52, -1.44], [-0.32, -0.65, 2.72], [1.85, 1.72, -0.26], [-1.50, 0.46, 0.17], [-0.06, -0.17, -0.01], [0.38, 0.51, -1.76], [0.11, 0.53, 0.27], [-2.19, 0.27, 1.93], [-0.68, 0.73, 0.56], [-0.25, -0.08, -0.14], [1.78, 0.31, -0.62], [-0.99, 0.11, -0.66], [-0.49, -1.05, 0.74], [-0.33, -1.61, -0.81], [-0.37, 0.08, -0.37], [0.62, 0.41, 0.82]], "lowdin_charge": [-0.2460, -0.1289, -0.3211, 0.0274, -0.3517, -0.7941, 0.1303, 0.1230, 0.0922, 0.1390, 0.0818, 0.0942, 0.0227, -0.0744, 0.0567, 0.0687, 0.0391, 0.0410]}



# 6
{"formula": "C4H11N2S", "method": "the ωB97M-V functional and the def2-TZVPD basis", "orbital_gap_ev": 5.86, "smiles": "CNC[C@@H](N)C[S-]", "multiplicity": 1, "max_force_ev_per_a": 2.07, "total_charge": -1, "e_above_lowest_ev": 1.060, "elements": ["N", "C", "C", "S", "C", "N", "C", "H", "H", "H", "H", "H", "H", "H", "H", "H", "H", "H"], "coordinates": [[-0.333, 0.244, -1.415], [0.333, 0.243, -0.126], [-0.339, 1.135, 0.934], [-0.801, 2.822, 0.371], [0.359, -1.193, 0.449], [1.148, -2.115, -0.383], [0.535, -3.498, -0.448], [-0.434, 1.237, -1.638], [-1.299, -0.036, -1.281], [1.370, 0.571, -0.218], [0.347, 1.182, 1.776], [-1.261, 0.646, 1.287], [0.725, -1.110, 1.481], [-0.689, -1.480, 0.579], [1.966, -2.352, 0.159], [0.013, -3.644, -1.394], [1.331, -4.195, -0.196], [-0.234, -3.632, 0.318]], "forces_ev_per_angstrom": [[0.22, 0.34, -0.38], [-0.50, -0.71, 0.98], [-0.31, 0.41, -0.31], [0.24, -0.23, 0.02], [-0.01, 1.28, -0.33], [-0.63, -1.81, 0.80], [-0.15, 1.37, 0.38], [0.02, 0.03, -0.06], [-0.09, -0.16, 0.20], [0.03, 0.12, -0.39], [0.08, 0.10, 0.31], [0.15, -0.12, -0.04], [0.26, -0.19, -0.05], [0.00, -0.41, -0.40], [0.42, 0.67, -0.07], [0.45, -0.30, -0.18], [-0.15, -0.45, -0.67], [-0.03, 0.04, 0.21]], "lowdin_charge": [0.0012, -0.5212, -0.7597, 0.0739, -0.2498, -0.1013, -0.1331, -0.0037, 0.0555, 0.1214, 0.0270, 0.0326, 0.1078, 0.1017, 0.0697, 0.0625, 0.0605, 0.0550]}